C26H25CeCl3N7O3S2 | ωB97M-V/def2-TZVPD

Its total charge is +1. The molecular weight comes out at 794.1 u. For the total energy, the calculation gives -116100.6760 eV. As for the gap between HOMO and LUMO (spin up / spin down): 6.3 / 6.3 eV. The value obtained for the maximum force is 0.052 Eh/bohr.

Positions of all 67 atoms, in Å:
Ce (-0.36, -1.03, -0.77)
C (-2.09, 2.73, 1.85)
C (-1.47, 1.81, 0.84)
N (-1.62, 0.53, 0.88)
N (-2.43, 0.08, 1.89)
C (-2.46, -1.20, 2.12)
N (-3.34, -1.57, 3.08)
S (-1.57, -2.50, 1.40)
C (-0.63, 2.39, -0.23)
C (-0.35, 3.75, -0.23)
C (0.44, 4.28, -1.23)
C (0.96, 3.45, -2.20)
C (0.65, 2.11, -2.13)
N (-0.13, 1.58, -1.18)
H (-2.88, 2.21, 2.37)
H (-2.49, 3.62, 1.37)
H (-1.34, 3.03, 2.59)
H (-3.78, -0.85, 3.62)
H (-3.31, -2.51, 3.43)
H (-0.74, 4.38, 0.55)
H (0.66, 5.35, -1.24)
H (1.60, 3.81, -3.00)
H (1.06, 1.42, -2.86)
C (-0.84, 0.34, -5.79)
N (-0.53, -0.95, -5.21)
C (0.73, -0.94, -4.51)
C (-1.60, -1.39, -4.34)
C (-1.29, -2.70, -3.67)
C (-1.06, -3.82, -4.47)
C (-0.75, -5.04, -3.91)
C (-0.69, -5.17, -2.53)
C (-0.92, -4.07, -1.72)
C (-1.21, -2.84, -2.29)
H (-0.05, 0.64, -6.49)
H (-0.94, 1.13, -5.02)
H (-1.78, 0.29, -6.35)
H (1.49, -0.43, -5.09)
H (1.08, -1.95, -4.29)
H (0.63, -0.41, -3.54)
H (-2.51, -1.49, -4.94)
H (-1.81, -0.63, -3.58)
H (-1.10, -3.70, -5.55)
H (-0.56, -5.90, -4.54)
H (-0.46, -6.13, -2.07)
H (-0.90, -4.20, -0.65)
O (1.55, -2.03, -1.71)
S (2.52, -1.70, -0.62)
O (3.84, -1.43, -1.04)
N (1.78, -0.50, 0.17)
C (1.43, -0.89, 1.48)
O (0.77, -0.21, 2.21)
C (1.85, -2.30, 1.76)
C (1.64, -3.02, 2.92)
C (1.98, -4.36, 2.92)
C (2.53, -4.97, 1.79)
C (2.76, -4.25, 0.63)
C (2.42, -2.91, 0.65)
H (1.19, -2.54, 3.78)
H (1.81, -4.95, 3.81)
H (2.78, -6.02, 1.82)
H (3.19, -4.71, -0.25)
Cl (-4.06, 2.82, -3.78)
C (-4.61, 2.01, -2.31)
Cl (-4.79, 3.16, -1.00)
Cl (-6.09, 1.13, -2.59)
C (-3.56, 1.05, -1.93)
N (-2.74, 0.31, -1.63)


C22H15F9N3O8S | ωB97M-V/def2-TZVPD

Its total charge is +1. The molecular weight comes out at 652.4 u. For the total energy, the calculation gives -79186.2371 eV. As for the gap between HOMO and LUMO: 6.2 eV. The value obtained for the maximum force is 0.067 Eh/bohr.

Positions of all 58 atoms, in Å:
O (-2.30, 3.19, 2.57)
C (-2.05, 3.04, 1.42)
O (-1.66, 4.00, 0.60)
C (-2.11, 1.66, 0.83)
C (-1.70, 1.38, -0.47)
C (-1.75, 0.08, -0.92)
N (-2.19, -0.91, -0.11)
S (-2.26, -2.58, -0.63)
O (-2.47, -3.43, 0.49)
O (-3.27, -2.62, -1.63)
C (-0.67, -3.00, -1.56)
F (-0.82, -4.26, -1.90)
F (-0.77, -2.26, -2.67)
C (0.68, -2.64, -0.86)
F (1.48, -2.17, -1.83)
F (0.48, -1.61, -0.01)
C (1.46, -3.76, -0.11)
F (2.75, -3.39, -0.16)
F (1.38, -4.96, -0.68)
C (1.13, -3.88, 1.42)
F (1.58, -5.05, 1.84)
F (1.78, -2.94, 2.09)
F (-0.17, -3.79, 1.65)
C (-2.62, -0.64, 1.14)
C (-2.60, 0.64, 1.64)
H (-1.08, 4.60, 1.10)
H (-1.35, 2.18, -1.09)
H (-1.45, -0.16, -1.92)
H (-2.99, -1.46, 1.75)
H (-2.95, 0.82, 2.65)
C (-3.93, 9.20, 5.01)
C (-2.73, 8.76, 5.56)
C (-1.90, 7.92, 4.84)
C (-2.28, 7.54, 3.56)
C (-3.47, 7.96, 3.00)
C (-4.30, 8.80, 3.73)
N (-1.39, 6.67, 2.79)
O (-0.37, 6.29, 3.30)
O (-1.73, 6.37, 1.65)
H (-4.57, 9.86, 5.57)
H (-2.45, 9.07, 6.56)
H (-0.97, 7.58, 5.26)
H (-3.75, 7.65, 2.00)
H (-5.23, 9.14, 3.30)
C (3.38, -4.77, -3.28)
C (4.52, -5.30, -2.68)
C (5.47, -5.93, -3.46)
C (5.27, -6.03, -4.82)
C (4.14, -5.52, -5.43)
C (3.19, -4.89, -4.65)
N (6.29, -6.69, -5.65)
O (7.26, -7.14, -5.08)
O (6.10, -6.73, -6.85)
H (2.64, -4.27, -2.67)
H (4.66, -5.21, -1.61)
H (6.36, -6.34, -3.00)
H (4.00, -5.61, -6.50)
H (2.30, -4.48, -5.11)


C14H20N2O | ωB97M-V/def2-TZVPD

Its total charge is 0. Its SMILES is Cc1c[nH]c2ccccc12.CCN(C)C(C)=O. The molecular weight comes out at 232.3 u. For the total energy, the calculation gives -19868.6747 eV. As for the gap between HOMO and LUMO: 8.5 eV. The value obtained for the maximum force is 0.060 Eh/bohr.

Positions of all 37 atoms, in Å:
C (-0.16, -0.93, 2.78)
C (-0.58, 0.49, 2.47)
C (1.38, -1.41, 0.99)
C (-2.21, -2.56, 1.49)
C (-0.93, -2.21, 0.73)
O (-0.82, -2.55, -0.43)
N (0.04, -1.63, 1.47)
H (0.73, -1.17, 3.34)
H (-1.00, -1.34, 3.36)
H (-0.57, 1.04, 3.40)
H (-1.41, 0.63, 1.76)
H (1.44, -0.58, 0.28)
H (-2.92, -1.74, 1.58)
H (0.04, 1.02, 1.72)
H (2.06, -0.74, 1.60)
H (2.10, -2.23, 1.09)
H (-2.55, -3.45, 0.97)
H (-2.01, -2.70, 2.56)
C (2.97, 0.87, -2.50)
C (-0.62, 0.55, -1.53)
C (0.59, 1.30, -1.54)
C (1.56, 0.49, -2.22)
C (0.93, -0.67, -2.59)
C (-1.78, 1.03, -0.93)
C (-1.73, 2.35, -0.50)
C (-0.57, 3.14, -0.53)
C (0.61, 2.59, -1.04)
N (-0.38, -0.62, -2.19)
H (-2.72, 0.55, -0.70)
H (-2.54, 2.75, 0.11)
H (-1.05, -1.34, -2.37)
H (-0.66, 4.19, -0.29)
H (1.33, -1.41, -3.26)
H (1.54, 3.14, -1.02)
H (2.99, 1.96, -2.49)
H (3.11, 0.82, -3.59)
H (3.78, 0.38, -1.96)


FHO | ωB97M-V/def2-TZVPD

Its total charge is 0. The molecular weight comes out at 36.0 u. For the total energy, the calculation gives -4774.8471 eV. As for the gap between HOMO and LUMO: 10.1 eV. The value obtained for the maximum force is 0.105 Eh/bohr.

Positions of all 3 atoms, in Å:
O (0.35, 0.34, 0.25)
F (-1.00, 0.59, 0.27)
H (0.65, -0.93, -0.52)


> Number 1 is which compound?

C26H25CeCl3N7O3S2


> Which value of total energy does entry 4 give?

-4774.8471 eV